1.
54
Properties=species:S:1:pos:R:3 method="wB97M-V/def2-TZVPD" homo_energy_ev="-0.32 / -0.65" e_tot_ev=-179772.4363 lumo_energy_ev="4.833 / 4.833" gap_ev="5.15 / 5.49" s_squared=0.7681 charge=-2 largest_force_ev_per_a=0.6 spin_multiplicity=2 de_lowest_ev=0.0000
Ru 1.209 -1.076 -0.858
O 3.108 -2.299 -2.234
C 4.067 -1.268 -2.445
C 3.541 0.154 -2.227
C 4.788 1.061 -2.232
O 4.534 2.380 -1.759
C 2.604 0.623 -3.340
Se 0.968 -0.461 -3.429
C 2.820 0.189 -0.886
Se 2.147 -0.583 2.326
H 2.367 -2.113 -2.862
H 4.500 -1.358 -3.454
H 4.866 -1.456 -1.721
H 5.184 1.171 -3.248
H 5.568 0.592 -1.615
H 3.914 2.261 -1.026
H 3.100 0.593 -4.315
H 2.310 1.655 -3.140
H 2.434 1.191 -0.670
H 3.498 -0.108 -0.077
C 3.494 -3.420 1.705
C 2.062 -3.174 1.215
C 1.853 -3.999 -0.056
C 1.054 -3.649 2.269
N 1.856 -1.730 0.937
H 3.657 -4.492 1.867
H 3.676 -2.881 2.635
H 4.204 -3.062 0.955
H 1.759 -5.057 0.206
H 2.684 -3.875 -0.747
H 0.934 -3.706 -0.560
H 1.195 -4.715 2.473
H 0.035 -3.496 1.904
H 1.181 -3.081 3.192
Cl -1.357 -5.959 -0.173
C -1.655 -4.551 -1.267
C -1.783 -3.213 -0.502
O -2.720 -3.126 0.306
O -0.968 -2.324 -0.859
H -2.597 -4.765 -1.767
H -0.837 -4.516 -1.980
C -1.299 -0.060 1.414
P -0.269 0.351 -0.025
C 0.294 2.036 0.407
C -1.542 0.780 -1.266
H -2.095 0.683 1.516
H -0.674 -0.061 2.309
H -1.727 -1.053 1.273
H -0.557 2.665 0.680
H 0.805 2.475 -0.452
H 0.999 1.980 1.239
H -2.303 1.441 -0.837
H -1.999 -0.144 -1.615
H -1.054 1.258 -2.114

---

2.
23
Properties=species:S:1:pos:R:3 method="wB97M-V/def2-TZVPD" homo_energy_ev=-8.90 e_tot_ev=-9559.1781 lumo_energy_ev=1.023 gap_ev=9.92 charge=0 smiles=Cc1ccccc1.CC largest_force_ev_per_a=2.8 de_lowest_ev=1.0034
C 2.417 0.133 2.301
C 1.379 1.238 2.073
H 2.575 -0.286 3.285
H 2.215 -0.644 1.556
H 3.361 0.424 1.813
H 1.311 1.568 1.040
H 0.490 0.979 2.632
H 1.760 2.206 2.441
C -0.709 -0.519 -3.350
C -0.255 -0.890 0.428
C -1.280 -0.118 0.945
C -0.070 -1.077 -0.947
C -0.925 -0.505 -1.863
C -2.209 0.326 -0.010
C -2.104 0.067 -1.356
H 0.522 -1.284 1.065
H -1.370 0.035 2.008
H 0.908 -1.435 -1.258
H -3.011 0.931 0.384
H 0.299 -0.817 -3.632
H -0.831 0.495 -3.744
H -2.957 0.254 -1.981
H -1.515 -1.081 -3.828

---

3.
102
Properties=species:S:1:pos:R:3 method="wB97M-V/def2-TZVPD" homo_energy_ev=-9.01 e_tot_ev=-59418.4863 lumo_energy_ev=-3.190 gap_ev=5.82 charge=+1 largest_force_ev_per_a=1.1 de_lowest_ev=0.0000
Pt -0.275 0.122 -0.216
C 2.781 2.004 2.793
N 1.460 1.667 2.273
C 0.805 2.745 1.517
C 0.879 0.477 2.529
N -0.153 0.021 1.815
C -0.998 -0.974 2.385
C -1.433 -0.878 3.705
C -2.167 -1.899 4.285
C -2.433 -3.047 3.550
C -2.058 -3.116 2.218
C -1.406 -2.047 1.597
N -1.036 -2.033 0.238
C -1.678 -2.692 -0.712
N -0.986 -3.061 -1.830
C 0.463 -3.167 -1.752
C -1.533 -2.806 -3.162
N -2.978 -3.069 -0.691
C -3.996 -2.347 0.050
C -3.454 -4.255 -1.397
N 1.443 -0.272 3.525
C 1.540 -1.723 3.441
C 1.652 0.259 4.865
H 3.323 2.565 2.032
H 3.343 1.101 3.018
H 2.726 2.624 3.690
H 1.564 3.301 0.969
H 0.284 3.434 2.184
H 0.086 2.366 0.802
H -1.191 0.013 4.274
H -2.512 -1.809 5.308
H -2.953 -3.880 4.008
H -2.265 -4.013 1.644
H 0.739 -3.757 -0.879
H 0.945 -2.189 -1.684
H 0.820 -3.686 -2.641
H -1.625 -3.730 -3.738
H -0.869 -2.129 -3.705
H -2.511 -2.337 -3.085
H -3.620 -1.374 0.336
H -4.303 -2.883 0.951
H -4.869 -2.214 -0.590
H -2.616 -4.852 -1.742
H -4.084 -3.989 -2.250
H -4.052 -4.857 -0.710
H 1.329 -2.063 2.433
H 0.854 -2.219 4.131
H 2.561 -2.016 3.703
H 1.403 1.316 4.909
H 2.688 0.118 5.182
H 1.009 -0.275 5.571
N -1.100 0.835 -4.197
C 0.212 0.451 -4.383
C 0.646 0.021 -3.175
N -0.391 0.147 -2.262
C -1.424 0.642 -2.913
H -1.693 1.255 -4.892
H 0.716 0.527 -5.332
H 1.605 -0.379 -2.904
H -2.382 0.874 -2.476
N 7.238 0.013 1.089
C 6.132 0.021 0.778
C 4.743 -0.002 0.392
C 3.973 -1.132 0.647
C 2.656 -1.142 0.227
N 2.094 -0.128 -0.434
C 2.839 0.955 -0.675
C 4.156 1.069 -0.269
H 4.410 -1.998 1.127
H 2.026 -2.010 0.387
H 2.369 1.743 -1.257
H 4.730 1.959 -0.494
C 0.681 3.547 -2.065
C -0.551 4.435 -2.267
C -1.331 4.039 -3.527
C -1.529 4.492 -1.095
C -2.067 5.737 -0.799
C -3.014 5.907 0.190
C -3.418 4.792 0.895
C -2.908 3.517 0.650
C -3.455 2.444 1.586
C -2.584 2.357 2.847
C -3.658 1.058 0.990
C -1.936 3.328 -0.379
O -1.381 2.164 -0.728
H 1.317 3.586 -2.958
H 0.392 2.514 -1.874
H 1.268 3.905 -1.213
H -0.183 5.453 -2.413
H -1.819 3.075 -3.364
H -0.672 3.972 -4.401
H -2.106 4.776 -3.734
H -1.723 6.604 -1.356
H -3.431 6.883 0.407
H -4.164 4.906 1.677
H -4.440 2.797 1.898
H -1.604 1.945 2.597
H -3.054 1.707 3.594
H -2.451 3.347 3.285
H -2.706 0.593 0.757
H -4.247 1.116 0.069
H -4.192 0.436 1.715

---

4.
46
Properties=species:S:1:pos:R:3 method="wB97M-V/def2-TZVPD" homo_energy_ev=-8.58 e_tot_ev=-76615.6195 lumo_energy_ev=-0.073 gap_ev=8.50 charge=0 largest_force_ev_per_a=2.1
O 2.686 0.464 -0.335
S 2.620 0.517 -1.759
O 1.746 1.822 -2.162
C 0.844 2.328 -1.154
C -0.276 1.382 -0.730
C -1.371 2.241 -0.068
S -3.075 1.734 -0.457
C -3.128 -0.020 -0.169
S -2.300 -0.613 1.123
N -3.924 -0.809 -0.950
C -4.187 -0.271 -2.298
C -3.030 -0.446 -3.284
O -2.407 -1.720 -3.241
C -2.130 -2.147 -1.919
C -3.429 -2.174 -1.158
O 1.498 -0.643 -2.223
P 2.042 -2.182 -2.033
S 3.718 -2.528 -2.927
H 1.374 2.652 -0.264
H 0.405 3.212 -1.590
H 0.053 0.584 -0.087
H -0.714 0.935 -1.615
H -1.199 2.275 1.000
H -1.321 3.248 -0.454
H -5.024 -0.829 -2.700
H -4.491 0.766 -2.300
H -2.278 0.339 -3.209
H -3.451 -0.359 -4.277
H -1.731 -3.149 -2.003
H -1.370 -1.546 -1.429
H -4.134 -2.648 -1.831
H -3.408 -2.780 -0.267
H 2.070 -2.453 -0.656
H 1.017 -2.959 -2.586
C 2.602 0.094 2.954
C 3.624 0.959 3.682
C 3.900 0.485 5.113
C 2.676 0.524 5.919
N 1.720 0.555 6.536
H 1.629 0.124 3.448
H 2.462 0.450 1.934
H 2.931 -0.946 2.907
H 3.272 1.992 3.701
H 4.562 0.952 3.123
H 4.646 1.123 5.587
H 4.283 -0.536 5.110

---

5.
49
Properties=species:S:1:pos:R:3 method="wB97M-V/def2-TZVPD" homo_energy_ev="-14.70 / -14.70" e_tot_ev=-47102.3436 lumo_energy_ev="-9.642 / -9.639" gap_ev="5.06 / 5.06" charge=+2 largest_force_ev_per_a=3.8
Au 0.427 -0.782 -0.327
C 3.583 -1.232 -2.512
C 3.620 -1.156 -1.040
N 2.589 -1.059 -0.209
C 3.073 -1.041 1.057
C 4.447 -1.133 1.005
N 4.755 -1.188 -0.328
C 5.558 -1.162 2.013
O 5.269 -1.296 3.262
O 6.674 -1.077 1.559
C 2.175 -0.842 2.255
O 2.666 -0.997 3.361
O 1.005 -0.489 1.957
H 2.558 -1.294 -2.866
H 4.140 -2.102 -2.860
H 4.057 -0.348 -2.941
H 5.708 -1.232 -0.672
H 4.296 -1.285 3.501
N -1.919 1.380 -2.791
C -0.697 1.470 -3.309
N -0.530 1.962 -4.525
S 0.691 1.003 -2.424
H -2.723 1.641 -3.343
H -2.077 0.869 -1.932
H -1.315 2.281 -5.077
H 0.395 2.068 -4.916
C -0.844 1.945 1.614
N -1.831 1.274 2.475
C -3.102 2.017 2.498
C -1.980 -0.179 2.143
C -2.481 -0.510 0.760
C -3.860 -0.597 0.557
C -4.386 -1.071 -0.630
C -3.539 -1.481 -1.644
C -2.164 -1.385 -1.461
C -1.629 -0.877 -0.284
H -0.679 2.966 1.953
H -1.210 1.972 0.590
H 0.095 1.396 1.641
H -1.458 1.282 3.431
H -3.534 2.066 1.501
H -2.925 3.031 2.849
H -3.814 1.547 3.174
H -2.669 -0.616 2.870
H -0.994 -0.629 2.269
H -4.528 -0.326 1.361
H -5.455 -1.160 -0.753
H -3.925 -1.904 -2.559
H -1.510 -1.721 -2.255

---

6.
51
Properties=species:S:1:pos:R:3 method="wB97M-V/def2-TZVPD" homo_energy_ev="-13.36 / -13.81" e_tot_ev=-155284.1511 lumo_energy_ev="-5.000 / -5.016" gap_ev="8.36 / 8.79" s_squared=6.0177 charge=+2 largest_force_ev_per_a=1.0 spin_multiplicity=5
Cr 0.086 1.289 1.365
O 3.308 -0.604 6.179
C 2.471 -0.184 5.239
C 1.271 0.487 5.498
C 0.490 0.894 4.442
N 0.828 0.662 3.160
C 1.974 0.011 2.949
Br 2.323 -0.205 1.085
C 2.836 -0.439 3.908
H 3.006 -0.378 7.070
H 0.956 0.697 6.510
H -0.436 1.431 4.596
H 3.751 -0.959 3.674
C 2.509 -3.383 -4.041
C 1.682 -2.999 -2.852
C 0.795 -1.926 -2.908
C 0.021 -1.579 -1.814
C 0.148 -2.307 -0.642
C 1.051 -3.359 -0.545
C 1.802 -3.704 -1.654
S -0.835 -1.976 0.791
C -2.291 -2.936 0.393
O -1.326 -0.520 0.704
H 2.173 -2.874 -4.941
H 2.460 -4.458 -4.214
H 3.557 -3.128 -3.878
H 0.709 -1.353 -3.822
H -0.637 -0.722 -1.870
H 1.164 -3.903 0.383
H 2.497 -4.529 -1.590
H -2.635 -2.680 -0.607
H -3.043 -2.726 1.149
H -2.013 -3.987 0.430
N -3.125 0.708 -1.164
C -2.884 2.153 -0.876
P -1.172 2.527 -1.436
O -1.168 2.283 -2.913
O -0.167 1.801 -0.579
C -0.963 4.363 -1.292
N -0.523 4.809 -2.656
H -2.462 0.098 -0.586
H -2.953 0.526 -2.160
H -4.090 0.445 -0.950
H -3.029 2.339 0.187
H -3.590 2.737 -1.465
H -0.227 4.639 -0.539
H -1.905 4.850 -1.046
H -0.736 3.992 -3.285
H 0.484 4.987 -2.692
H -1.004 5.653 -2.977
I -1.139 3.440 2.280

---

- Look up the charge of the fifth one.
  +2

---

What did the second record say?
23
Properties=species:S:1:pos:R:3 method="wB97M-V/def2-TZVPD" homo_energy_ev=-8.90 e_tot_ev=-9559.1781 lumo_energy_ev=1.023 gap_ev=9.92 charge=0 smiles=Cc1ccccc1.CC largest_force_ev_per_a=2.8 de_lowest_ev=1.0034
C 2.417 0.133 2.301
C 1.379 1.238 2.073
H 2.575 -0.286 3.285
H 2.215 -0.644 1.556
H 3.361 0.424 1.813
H 1.311 1.568 1.040
H 0.490 0.979 2.632
H 1.760 2.206 2.441
C -0.709 -0.519 -3.350
C -0.255 -0.890 0.428
C -1.280 -0.118 0.945
C -0.070 -1.077 -0.947
C -0.925 -0.505 -1.863
C -2.209 0.326 -0.010
C -2.104 0.067 -1.356
H 0.522 -1.284 1.065
H -1.370 0.035 2.008
H 0.908 -1.435 -1.258
H -3.011 0.931 0.384
H 0.299 -0.817 -3.632
H -0.831 0.495 -3.744
H -2.957 0.254 -1.981
H -1.515 -1.081 -3.828

---

- Look up the charge of the fourth one.
  0